<i>
ORCA calculation (ωB97M-V/def2-TZVPD) on 12 unconnected molecules or ions with the total composition C7H36NO11.

```
55
C7H36NO11, DFT ωB97M-V/def2-TZVPD
C -1.22265 -0.51307 0.56087
C -0.76561 -1.25438 -0.74005
C -0.73014 -2.78427 -0.68936
C -0.50668 -3.70875 1.61975
C 0.09540 -3.31720 0.46770
C 1.48599 -3.24129 0.25052
C 2.36298 -3.08272 1.24452
N -0.08471 0.10446 1.30834
H -1.62421 -1.34748 1.25187
H -2.03559 0.19248 0.39319
H -1.45780 -0.94484 -1.59559
H 0.23254 -1.10574 -1.06961
H -0.36337 -3.32951 -1.67424
H -1.87389 -3.02195 -0.53263
H -0.08796 -4.19737 2.43537
H -1.61136 -3.64693 1.81656
H 1.89112 -3.34713 -0.87498
H 2.20662 -3.09456 2.33849
H 3.42419 -2.87743 1.10742
H 0.65318 -0.65196 1.40529
H -0.32130 0.47346 2.19851
H 0.48710 0.76841 0.75135
H -3.71669 -2.26107 1.47193
H -3.41576 -1.32159 2.74480
O -3.44059 -1.35318 1.81280
H 2.95945 1.27267 -0.22095
H 1.83741 2.24191 -0.08960
O 2.19097 1.51352 0.35243
H -1.88852 2.74792 -1.31020
H -2.14148 3.54813 -2.47855
O -1.52463 2.99117 -2.18816
H -0.49506 3.24833 3.40317
H 0.79998 2.65575 2.69508
O -0.05839 2.51960 2.96708
H 1.82566 3.76668 -1.89577
H 0.26005 3.14662 -1.78496
O 1.15366 3.22173 -1.36675
H -2.09454 2.13821 1.34223
H -3.35127 3.12163 0.45089
O -2.73016 2.26098 0.48068
H 1.37893 2.26689 -3.74262
H 0.49258 1.00456 -3.81213
O 1.42038 1.28736 -3.78382
H -1.78742 0.16168 -4.00651
H -1.49533 1.34171 -3.12163
O -1.17010 0.50920 -3.46270
H 0.95523 -2.89929 -2.29476
H 1.85884 -2.28843 -3.30137
O 1.52506 -3.12130 -3.02489
H 1.04435 4.67083 1.10886
H 0.91645 3.43820 0.15994
O 1.18898 3.71210 1.06242
H 2.32620 -1.15660 3.69081
H 2.72477 0.14537 3.26459
O 2.29717 -0.60350 2.90437
```

Output
- Kohn-Sham gap (eV) = 8.5104
- LUMO level (eV) = -2.8
- net charge = +1

=====

<ii>
ORCA calculation (ωB97M-V/def2-TZVPD) on 12 unconnected molecules or ions with the total composition C7H36NO11.

```
55
C7H36NO11, DFT ωB97M-V/def2-TZVPD
C 1.15072 -1.83602 0.59525
C 0.63484 -0.41844 0.75285
C 1.74691 0.65128 0.93917
C 3.02991 0.67072 3.08638
C 1.96239 1.03284 2.38462
C 0.94066 1.94857 2.97114
C -0.14303 1.55009 3.61402
N 1.99212 -2.25732 1.76798
H 1.75760 -1.92354 -0.29397
H 0.32590 -2.53644 0.51418
H 0.07269 -0.17557 -0.14933
H -0.05887 -0.31767 1.57787
H 1.44645 1.53606 0.38071
H 2.67694 0.32242 0.47042
H 3.18207 0.98963 4.11111
H 3.85011 0.09019 2.66926
H 1.14895 3.00388 2.80699
H -0.36729 0.50375 3.79268
H -0.87634 2.23755 4.02163
H 1.47915 -2.10530 2.66460
H 2.85288 -1.70829 1.76684
H 2.21761 -3.24463 1.70633
H 0.26059 -0.89246 -4.87681
H 1.28577 -0.49754 -3.78937
O 0.35211 -0.70696 -3.93738
H -2.71913 -0.88154 1.87587
H -2.58191 -2.30070 1.36245
O -2.47148 -1.77768 2.18664
H -0.45080 2.35375 -3.09558
H -0.01822 3.75087 -3.60314
O 0.26916 3.00898 -3.05446
H 2.97917 0.15362 -3.37236
H 3.73544 -1.14065 -3.78671
O 3.03515 -0.80926 -3.19870
H -3.49421 -0.15391 -0.68640
H -4.35141 -0.51355 -1.90427
O -3.45442 -0.61396 -1.55869
H -0.92706 0.31191 -3.27094
H -2.27967 0.39449 -2.53712
O -1.60378 0.96621 -2.96455
H -1.47611 3.18940 -0.43143
H -1.84581 2.09244 -1.50788
O -2.12855 2.52882 -0.67665
H 3.21840 2.43368 -3.80150
H 1.70808 2.20288 -3.55671
O 2.52407 1.76938 -3.87445
H -2.74044 1.37833 0.46133
H -4.02593 1.08627 1.30216
O -3.26803 0.66163 0.88399
H -2.93753 -2.26935 -0.83446
H -3.33632 -3.70462 -0.37149
O -2.64898 -3.03664 -0.28934
H -0.42861 -2.45466 4.36160
H -1.01938 -2.16630 2.96116
O -0.18255 -2.37665 3.43445
```

Output
- Kohn-Sham gap (eV) = 10.3246
- LUMO level (eV) = -2.3
- net charge = +1

=====

Tell me which of them is the most stable. Sure, it is <ii>.